Below is a cluster of 2 separate species, C5H14O2 in total at a distorted geometry, with properties calculated with ωB97M-V with the def2-TZVPD basis set.

HOMO-LUMO gap	0.3926	hartree
energy above the lowest of the compared OMol25 structures with the same formula, charge and spin	0.578	eV
total charge	0
calculated total energy	-9506.4223	eV

Bonds (Å) are listed after each position.
Element x y z (Å)
1 O 1.232 3.408 -3.485  H12 0.947, H18 0.973
2 H 1.057 -2.146 1.429  C15 1.098
3 H -0.699 -2.047 1.141  C15 1.095
4 H 0.158 -1.063 -1.256  C16 1.084
5 H -2.096 -0.474 0.185  C19 1.090
6 H -2.565 1.179 -0.106  C19 1.088
7 O 1.974 -1.923 -0.870  C16 1.436, H17 0.958
8 H -0.141 0.934 -0.289  C11 1.095
9 H 0.192 -2.759 -0.740  C16 1.097
10 H -2.460 0.542 1.584  C19 1.094
11 C -0.536 0.894 0.731  H8 1.095, C19 1.532, C20 1.532, H21 1.090
12 H 0.444 2.921 -3.287  O1 0.947
13 H 1.295 0.126 1.586  C20 1.097
14 H -0.172 -0.233 2.540  C20 1.090
15 C 0.264 -1.569 0.934  H2 1.098, H3 1.095, C16 1.520, C20 1.532
16 C 0.587 -1.755 -0.540  H4 1.084, O7 1.436, H9 1.097, C15 1.520
17 H 2.422 -2.350 -0.139  O7 0.958
18 H 1.227 4.103 -2.804  O1 0.973
19 C -2.019 0.538 0.583  H5 1.090, H6 1.088, H10 1.094, C11 1.532
20 C 0.237 -0.159 1.532  C11 1.532, H13 1.097, H14 1.090, C15 1.532
21 H -0.401 1.832 1.271  C11 1.090